Entry from the Open Molecules 2025 dataset: a 7-piece molecular cluster, C42H48NO2 overall (ωB97M-V/def2-TZVPD).

XYZ file:
```
93
Properties=species:S:1:pos:R:3:forces:R:3
H -7.397 1.846 -1.556 0.005 0.014 -0.007
C 7.755 1.379 -1.224 0.141 0.004 0.033
H -8.584 -2.572 4.981 0.000 -0.004 0.000
C 8.387 1.430 -2.460 -0.052 0.050 -0.033
H 7.001 -3.025 -2.703 0.007 -0.012 -0.006
H 9.368 0.988 -2.591 0.005 0.022 0.000
H -5.033 1.241 -1.151 -0.001 0.003 -0.005
C -9.235 -0.942 2.085 -0.003 -0.001 -0.001
C 3.799 -2.576 -0.592 -0.002 -0.062 -0.016
H 4.310 1.220 1.319 -0.010 -0.015 0.058
H 3.545 -4.697 -0.806 -0.001 -0.014 0.000
H -8.717 2.929 0.232 0.003 0.013 -0.005
C -7.096 2.934 1.636 -0.002 -0.014 0.005
C -9.470 -1.637 3.264 0.008 -0.001 0.002
C -4.770 -4.258 -0.137 0.014 0.006 0.007
C 1.636 0.338 -3.035 0.018 -0.273 -0.012
H -1.658 3.445 -0.796 -0.073 -0.083 -0.145
H 6.351 -0.777 -1.883 0.026 -0.008 -0.037
H -1.398 1.178 -1.931 -0.014 0.196 -0.047
C 6.493 1.929 -1.066 0.054 -0.100 0.103
H 2.768 0.359 -4.895 -0.021 0.076 0.154
H 7.616 0.233 3.894 -0.001 -0.002 -0.002
H 5.992 1.883 -0.110 -0.019 -0.006 0.032
C 6.104 -2.902 -2.106 0.026 -0.014 0.044
H -6.270 -2.039 4.293 0.001 0.012 0.006
O 2.889 2.735 -1.373 0.275 0.551 0.007
H 0.640 2.755 -3.188 0.095 0.117 0.193
H 8.238 0.891 -0.384 0.033 0.031 -0.008
C 5.315 -4.003 -1.801 0.001 -0.012 -0.008
C -3.577 -4.965 -0.207 0.000 0.002 0.003
C 2.334 1.676 -1.050 -0.643 -0.226 -0.414
H -7.753 -0.093 0.785 0.024 -0.003 0.011
C 4.164 -3.840 -1.041 -0.004 0.016 -0.005
C 4.855 1.332 2.255 -0.065 -0.048 -0.052
C -5.615 1.713 -0.370 0.015 -0.034 -0.006
C -7.681 2.667 0.407 -0.004 0.043 -0.016
C -2.957 -5.397 0.957 -0.001 -0.002 -0.002
C 6.034 0.636 2.499 -0.010 0.013 -0.016
H -7.674 3.407 2.420 -0.002 -0.003 0.002
C 2.471 1.055 -4.101 -0.016 0.099 0.041
H 5.594 -4.988 -2.158 0.003 -0.005 -0.001
C 7.746 2.039 -3.534 -0.031 -0.059 0.031
H -5.173 -4.203 3.222 -0.003 0.002 0.000
C 6.698 0.779 3.711 -0.006 0.014 -0.011
C -5.343 -3.983 1.097 -0.028 -0.013 -0.029
H 5.958 3.015 -4.218 0.024 0.004 -0.009
H 2.258 -0.437 -2.563 -0.142 0.088 -0.125
H 0.791 -0.183 -3.513 0.076 0.136 0.060
H 6.434 -0.023 1.737 -0.022 -0.019 -0.006
H -3.040 3.082 -1.884 0.121 0.010 0.052
H 6.704 1.738 5.632 0.001 0.002 -0.002
H -2.022 -5.940 0.902 0.001 0.000 0.000
H 4.613 2.986 5.206 -0.001 -0.003 0.002
H 1.917 1.873 -4.585 0.084 -0.158 0.105
H -10.068 -0.634 1.464 -0.001 0.003 0.002
H -1.760 4.199 -2.390 -0.021 -0.157 0.123
H 4.817 2.853 -1.964 0.060 0.116 -0.187
H -3.126 -5.172 -1.169 0.005 0.006 0.000
C -7.936 -0.640 1.700 -0.015 -0.065 0.022
C 4.349 2.176 3.235 0.027 0.001 0.010
H 8.233 2.078 -4.501 -0.006 0.007 0.000
C -6.940 2.057 -0.597 -0.004 0.022 -0.021
H 3.432 2.718 3.042 -0.002 -0.002 -0.001
H -5.250 -3.914 -1.044 -0.001 -0.002 -0.002
C 4.587 -1.475 -0.895 0.176 0.124 -0.013
H -10.484 -1.871 3.563 -0.002 -0.001 -0.001
C 5.836 2.514 -2.137 -0.054 -0.040 0.001
H 0.490 0.600 -1.248 0.157 0.172 -0.045
H -5.857 -0.803 2.193 -0.001 0.001 -0.002
C 5.746 -1.642 -1.646 -0.117 -0.043 -0.039
C -3.532 -5.126 2.191 0.000 0.004 0.001
C 1.113 1.236 -1.892 -0.197 -0.201 -0.167
C -6.870 -1.037 2.495 0.023 0.021 0.015
C -7.103 -1.732 3.674 0.002 0.002 0.008
C 5.011 2.323 4.447 -0.004 0.015 0.003
H -6.269 -3.425 1.154 -0.005 -0.007 0.006
H -3.995 1.710 1.035 0.005 0.009 -0.005
O 2.664 0.844 -0.178 0.405 -0.180 0.553
C -1.155 2.119 -2.444 -0.038 -0.078 -0.115
H 3.371 1.487 -3.653 -0.127 -0.049 -0.096
C -5.771 2.587 1.864 -0.008 -0.007 0.006
N 0.276 2.348 -2.337 -0.121 0.036 -0.018
H -3.046 -5.460 3.099 0.003 0.002 0.001
C -8.403 -2.031 4.060 -0.003 -0.001 -0.009
C -1.960 3.273 -1.835 0.071 0.061 -0.107
H 2.893 -2.442 -0.015 -0.004 0.052 0.003
C -4.724 -4.419 2.260 0.000 -0.001 0.003
C 6.471 2.570 -3.373 -0.020 -0.009 0.004
H -1.482 1.994 -3.492 0.030 -0.075 0.150
H 4.285 -0.486 -0.564 -0.097 -0.060 0.005
C 6.187 1.624 4.687 -0.003 -0.006 -0.007
H -5.315 2.792 2.824 0.001 0.003 0.001
C -5.030 1.976 0.862 0.001 0.000 -0.004
```
Forces are in eV/Å.

Output
* gap between HOMO and LUMO: 6.74 eV
* DFT total energy: -1834.51499 a.u.
* charge: -1
* HOMO level: -4.63 eV
* E_LUMO: 2.11 eV